{"formula": "C5H4F5N2", "method": "ωB97M-V with the def2-TZVPD basis set", "charge": 1, "de_lowest_kcal_mol": 58.9, "gap_ev": [7.57, 7.59], "species": ["C", "C", "C", "C", "C", "N", "N", "F", "F", "F", "F", "F", "H", "H", "H", "H"], "coordinates": [[-0.499, -1.400, 1.575], [0.147, -1.190, 0.420], [-0.534, 0.754, 1.278], [0.623, 0.846, -0.842], [0.802, 0.173, -2.277], [-0.839, -0.177, 2.134], [0.218, 0.168, 0.210], [-1.873, 1.332, -0.272], [0.819, 2.144, -0.717], [0.129, -0.943, -2.317], [2.112, -0.094, -2.328], [0.378, 0.959, -3.208], [-0.546, -2.414, 2.032], [0.605, -1.885, -0.274], [-0.405, 1.843, 1.543], [-1.136, -0.116, 3.043]], "nbo_charge": [0.006, -0.069, 0.443, 0.815, 0.948, -0.487, -0.368, -0.631, -0.196, -0.272, -0.283, -0.237, 0.288, 0.280, 0.300, 0.462]}